1.
60
Properties=species:S:1:pos:R:3 method="wB97M-V/def2-TZVPD" max_force_ha_per_bohr=0.027 orbital_gap_ev=8.3 de_lowest_kj_mol=16.3 smiles="CCc1cccc(OC[C@H](O)Cn2c(N3CCCCC3)nc3c2c(=O)[nH]c(=O)n3C)c1"
C -0.381 1.882 -1.059
H -3.132 -3.482 2.584
C 3.553 -0.027 -0.668
H -2.210 -1.560 -1.878
H -3.727 -0.754 -2.388
H -2.376 -4.808 1.695
C -0.750 0.469 1.647
C 3.272 -2.424 -0.016
H 2.445 -0.724 1.034
O 2.649 3.840 1.588
H 4.463 -0.289 -1.218
H -3.162 -3.048 0.130
C 1.238 0.437 -1.407
C -2.285 -3.758 1.961
H 4.233 -2.709 -0.453
H 2.004 4.547 1.455
H 3.358 -1.657 -2.675
C -2.640 -0.737 -2.444
H -3.237 3.379 -0.830
C 3.363 -0.991 0.506
C 1.833 2.728 -0.387
C -1.233 2.968 -0.731
C -3.263 -0.661 1.288
C -3.137 0.651 1.700
H -1.827 2.245 2.231
H 3.064 -3.110 0.807
C -1.890 1.223 1.893
N 2.449 -0.145 -1.603
H 1.300 3.669 -0.559
O -4.288 1.383 -1.744
H 0.977 2.504 2.980
H 2.837 1.866 1.372
H 1.595 -1.518 -2.900
N -2.190 0.513 -1.878
N -2.556 2.660 -1.046
H -1.396 -3.185 0.087
H -4.021 1.245 1.876
C 2.403 -1.486 -2.171
O 0.539 0.916 1.744
H 2.782 2.774 -0.926
C -2.247 -2.887 0.703
N 0.994 1.691 -0.930
H 2.181 -3.530 -1.522
H 1.203 -2.354 -0.635
H 0.015 -1.440 1.099
H 3.657 0.994 -0.317
H -1.376 -3.623 2.542
C 0.809 2.292 1.915
C -0.870 0.712 -1.617
C 2.182 -2.533 -1.081
H -0.005 2.925 1.553
C -3.096 1.501 -1.568
H 4.199 -0.893 1.200
N 0.124 -0.164 -1.833
H -4.243 -1.086 1.132
C -2.128 -1.437 1.077
O -0.946 4.048 -0.232
H -2.320 -0.813 -3.484
C -0.883 -0.863 1.261
C 2.092 2.634 1.139

2.
62
Properties=species:S:1:pos:R:3 method="wB97M-V/def2-TZVPD" max_force_ha_per_bohr=0.047 orbital_gap_ev=8.7 de_lowest_kj_mol=0.0 smiles="Cc1cc2c(Nc3ccc(S(C)(=O)=O)cc3)ncnc2s1.CNC(=O)[C@@H](NC(C)=O)C(C)C"
C -6.121 -3.794 -1.698
H 2.217 -2.048 -2.244
C -6.973 -3.679 -2.777
H 2.805 2.004 -0.123
H 5.388 2.415 1.451
H 0.091 -3.264 1.243
C 1.598 5.023 1.733
H 2.484 4.178 0.181
H 0.233 -4.621 -2.848
C 5.095 3.446 -0.399
C -5.218 -3.406 -4.188
H -4.846 -3.243 -5.195
H -4.324 -3.701 -0.007
N -6.537 -3.490 -4.017
H 3.564 3.336 2.726
H 5.363 8.114 1.153
O 2.627 -4.173 0.609
O 2.683 -4.876 -1.744
H 1.666 4.350 3.765
H -8.755 -4.324 1.422
N -3.884 -3.810 -0.908
C 0.332 -3.899 -0.810
S 2.149 -3.922 -0.759
H -9.902 -3.333 0.496
H -2.374 -3.212 1.128
H 2.458 5.921 3.481
H 6.551 7.068 1.963
C 4.801 4.984 2.212
C 3.835 3.857 1.809
O 5.611 4.800 3.107
C -6.859 -3.994 -0.444
C 2.606 -2.253 -1.246
H 3.982 6.257 0.882
H -6.398 -4.119 0.531
C -1.812 -3.509 0.250
H 4.184 0.896 0.008
H 0.687 5.806 3.494
C -2.486 -3.857 -0.926
N -4.328 -3.505 -3.201
H -9.844 -5.094 0.248
C -4.767 -3.712 -1.970
H 3.194 1.233 1.433
C 4.547 2.832 0.897
H 5.198 7.746 2.886
H 3.694 -2.175 -1.254
H -2.201 -4.613 -2.937
C -0.414 -3.531 0.316
H 5.863 4.184 -0.170
C 3.614 1.668 0.525
H 2.193 -1.540 -0.533
O 0.668 5.418 1.050
C -8.221 -4.016 -0.638
C -9.241 -4.203 0.449
C -0.330 -4.290 -1.977
C -1.724 -4.276 -2.026
N 2.603 4.360 1.165
C 5.496 7.346 1.915
S -8.666 -3.803 -2.328
H 4.298 3.915 -0.975
N 4.686 6.170 1.598
C 1.608 5.292 3.224
H 5.555 2.666 -1.007